# 1
Entry from the Open Molecules 2025 dataset: a structure of composition C26H31BrF6InN8Sb at a distorted geometry (ωB97M-V with the def2-TZVPD basis set).

```
74
Properties=species:S:1:pos:R:3:forces:R:3:lowdin_charge:R:1
In -0.0432 -0.4637 -0.2782 0.244 -1.398 -0.026 0.94
C -0.4194 -2.6790 -2.6308 -0.222 0.524 0.337 -0.12
C 1.0391 -2.7591 -2.2598 -0.264 0.794 0.302 -0.16
N 1.2098 -2.4925 -0.8130 0.031 0.079 -0.028 -0.08
C 0.8335 -3.6483 0.0089 -0.108 -0.126 0.208 -0.11
C -0.5276 -3.5006 0.6719 0.917 0.361 0.275 -0.24
C -1.0805 -4.5283 1.4049 -0.708 0.320 0.053 0.04
C -2.2950 -4.2842 2.0619 0.529 -0.429 0.247 0.03
C -2.9006 -3.0382 1.9669 0.004 -0.358 -0.356 0.03
C -2.2927 -2.0940 1.1603 -0.330 0.161 0.218 -0.24
C -2.9516 -0.7628 0.9001 0.077 0.384 0.842 -0.11
N -2.2527 0.0535 -0.0849 0.678 0.354 -0.787 -0.10
C -2.8110 0.0003 -1.4594 -1.919 -0.414 0.883 -0.15
C -2.3761 -1.2131 -2.2329 0.392 -0.532 -0.252 -0.15
N -0.9005 -1.2793 -2.3392 0.096 -0.525 0.437 -0.07
N -1.1027 -2.2907 0.6021 -0.051 -0.311 -0.138 0.08
H -1.0654 -3.3034 -2.0263 0.095 -0.468 0.100 0.11
H -0.5576 -2.9691 -3.6721 -0.117 0.225 -0.068 0.15
H 1.5344 -1.9368 -2.7723 0.299 -0.269 -0.216 0.10
H 1.5006 -3.7000 -2.5189 0.067 -0.277 -0.299 0.15
H 2.1957 -2.2955 -0.6853 0.155 0.074 0.093 0.11
H 1.6015 -3.8492 0.7624 -0.128 0.204 0.052 0.14
H 0.8117 -4.5562 -0.5881 -0.022 -0.174 -0.228 0.14
H -0.5715 -5.4790 1.4677 -0.095 -0.107 0.008 0.14
H -2.7242 -5.0819 2.6679 -0.039 0.265 -0.133 0.14
H -3.8410 -2.8239 2.4598 0.012 -0.050 -0.061 0.14
H -2.9571 -0.2059 1.8448 -0.116 -0.063 -0.113 0.13
H -3.9965 -0.8921 0.6310 -0.131 -0.130 -0.155 0.15
H -2.1700 1.0223 0.2190 -0.332 -0.250 -0.100 0.09
H -2.5679 0.9162 -1.9506 0.288 0.592 -0.389 0.10
H -3.9296 -0.0313 -1.3549 0.881 0.110 -0.321 0.16
H -2.8185 -1.2063 -3.2292 -0.190 0.027 0.041 0.15
H -2.7060 -2.1444 -1.7381 0.059 0.456 -0.152 0.14
H -0.5478 -0.6906 -3.0752 -0.021 0.316 -0.447 0.11
N -0.2579 3.8124 0.4936 -0.445 0.417 0.708 0.22
C -0.1563 3.6819 -0.8305 -0.129 -0.630 -0.832 -0.23
C 0.2326 4.8259 -1.6056 -0.056 -0.188 0.036 0.09
C 0.3438 4.7260 -2.9718 -0.104 -0.805 -0.153 0.03
C 0.0750 3.4763 -3.5555 0.691 1.054 -0.081 0.06
C -0.3396 2.4298 -2.7197 -0.222 -0.709 0.272 -0.10
N -0.4559 2.4902 -1.4144 -0.069 0.059 0.254 0.13
C -0.6559 3.0021 1.6045 0.082 -0.465 -1.214 -0.23
C -1.0148 3.7026 2.7341 -0.173 0.060 1.004 0.04
C -1.2951 2.9966 3.8992 0.432 -0.591 -0.066 0.02
C -1.1983 1.6096 3.8531 0.089 0.494 -0.914 0.02
C -0.8574 0.9991 2.6389 -0.077 0.499 0.644 -0.13
N -0.6117 1.6612 1.5099 0.334 0.967 0.273 0.07
H -0.1795 4.7709 0.8112 0.265 0.154 -0.121 0.16
H 0.4529 5.7368 -1.0860 0.117 0.435 0.113 0.14
H 0.6712 5.5391 -3.6025 -0.005 0.190 0.172 0.14
H 0.2822 3.3183 -4.6138 -0.316 -0.077 0.253 0.15
H -0.5878 1.4672 -3.1592 0.097 0.171 -0.107 0.11
H -1.0650 4.7783 2.7789 0.127 0.222 -0.271 0.14
H -1.4696 3.4846 4.8557 -0.220 0.098 -0.349 0.14
H -1.3721 1.0463 4.7360 -0.040 -0.571 0.510 0.12
H -0.6817 -0.0614 2.5801 -0.269 -0.291 0.196 0.09
F 1.4598 0.4638 -1.4402 0.195 -0.024 -0.045 -0.37
Sb 3.2603 0.7414 -2.4401 0.885 0.364 -0.214 1.45
F 4.7934 1.0242 -3.4120 0.196 0.013 -0.030 -0.28
F 2.2192 0.3876 -3.9306 -0.751 -0.413 -0.427 -0.32
F 2.6648 2.5393 -2.5801 -0.165 -0.222 0.290 -0.32
F 3.5828 -1.1148 -2.1833 -0.412 0.501 0.254 -0.31
F 4.0006 1.1475 -0.7779 -0.175 -0.170 0.169 -0.33
Br 4.3450 2.5251 2.0728 -0.072 0.091 -0.057 0.90
C 3.3128 0.9739 2.2028 0.196 0.059 0.327 -0.65
C 3.6044 0.0315 3.1763 -0.120 -0.223 0.012 -0.03
C 2.7571 -1.0778 3.2571 -0.047 0.314 -0.417 0.01
C 1.7289 -1.2357 2.3433 -0.157 -0.089 0.016 -0.10
N 1.4796 -0.3104 1.3945 -0.310 -0.265 -0.122 -0.03
C 2.2307 0.7794 1.3585 0.619 0.608 0.158 -0.21
H 4.4601 0.1740 3.8502 -0.503 -0.151 -0.275 0.14
H 2.8888 -1.8079 4.0222 0.142 -0.442 0.368 0.12
H 1.0430 -2.0889 2.3721 0.380 0.263 0.068 0.12
H 1.9896 1.5610 0.6580 -0.043 -0.070 -0.230 0.09
```
Forces are in eV/Å.

Max |F| ... 2.2 eV/Å
E_LUMO (spin up / spin down) ... -8.378 / -11.918 eV
⟨S²⟩ ... 0.7845
Total charge ... +3
Spin multiplicity ... 2
HOMO-LUMO gap (spin up / spin down) ... 8.6 / 5.0 eV
Energy above the lowest of the compared OMol25 structures with the same formula, charge and spin ... 0.0 kcal/mol
E_HOMO (spin up / spin down) ... -17.0 / -17.0 eV

# 2
Entry from the Open Molecules 2025 dataset: a structure of composition C4H5NO2 (ωB97M-V with the def2-TZVPD basis set).

```
12
Properties=species:S:1:pos:R:3:forces:R:3:nbo_charge:R:1
N 0.6814 1.3542 0.7045 -0.211 0.110 0.120 -0.83
C 0.2666 0.2242 0.0091 0.099 0.002 0.103 -0.02
C -1.1403 0.1491 -0.5959 0.026 -0.011 -0.152 -0.41
C -0.6723 -1.0343 0.1277 -0.286 0.066 0.402 0.08
O 0.2346 -1.8118 -0.6636 0.039 -0.075 0.072 -0.51
C 1.2086 -0.8234 -0.4823 0.556 -0.047 -0.075 0.76
O 2.3908 -0.9771 -0.4537 -0.732 0.128 -0.363 -0.54
H 0.2604 2.2090 0.3880 0.100 0.060 0.372 0.38
H 1.0511 1.3296 1.6424 -0.119 -0.124 -0.255 0.39
H -1.8179 0.7689 0.0023 0.236 -0.170 -0.251 0.23
H -1.3578 0.1501 -1.6604 0.248 -0.143 0.048 0.23
H -1.1053 -1.5385 0.9818 0.044 0.204 -0.021 0.22
```
Forces are in eV/Å.

Max |F| ... 0.8 eV/Å
E_LUMO ... 0.870 eV
HOMO-LUMO gap ... 10.1 eV
Energy above the lowest of the compared OMol25 structures with the same formula, charge and spin ... 52.5 kcal/mol
E_HOMO ... -9.2 eV

# 3
Entry from the Open Molecules 2025 dataset: an isolated molecule of C24H19BrN2O2 at a distorted geometry (ωB97M-V with the def2-TZVPD basis set).

```
48
Properties=species:S:1:pos:R:3:forces:R:3:nbo_charge:R:1
O -3.9732 -2.2548 -1.4025 1.182 -0.879 -0.470 -0.62
Br 2.4736 -4.5613 4.5185 0.080 -0.237 0.231 0.07
O 1.4982 4.2575 0.0781 -1.247 0.400 -0.011 -0.74
C -2.8582 -2.5682 -0.9693 -3.579 0.753 0.160 0.66
C -3.1938 0.9031 -4.3895 0.928 1.409 0.549 -0.21
C -2.4271 2.0955 -4.5333 0.285 -1.199 0.986 -0.21
C 3.0488 -1.8701 3.7302 -0.595 0.092 -0.351 -0.22
C 1.1464 -2.9176 2.6323 0.702 -0.585 1.022 -0.23
C -3.0118 0.0543 -3.3003 0.022 -0.157 -0.708 -0.22
C 2.8629 -0.7102 2.9510 1.210 -0.336 0.973 -0.23
C -1.4093 2.3791 -3.6045 -0.778 -0.630 -0.109 -0.20
C 2.1980 -2.9841 3.5434 0.060 1.313 -0.387 -0.12
C -1.8379 -1.5972 -0.6372 1.074 0.358 -0.718 -0.22
C 0.9828 -1.7619 1.9002 -1.230 -1.333 0.062 -0.01
C -1.9842 0.3566 -2.4097 0.139 -0.087 0.641 0.01
C -1.4658 -0.3823 -1.2347 0.070 0.209 -0.363 0.08
C 0.0462 -1.4574 0.8585 -0.492 -0.472 -0.231 -0.16
C 1.8295 -0.6929 2.0460 0.414 0.913 -1.290 0.14
C 0.4344 -0.2452 0.2936 -0.523 0.373 0.165 0.28
C -1.1878 1.5030 -2.5473 -0.454 0.366 -1.041 -0.01
C -0.3413 0.2877 -0.7780 1.325 0.562 1.133 -0.08
C -1.0790 -2.1246 0.3573 0.846 -0.252 0.277 0.12
N -2.5598 -3.7901 -0.4025 0.937 1.237 0.489 -0.61
N 1.5303 0.2255 1.0339 -0.054 0.899 -0.609 -0.38
C -0.1072 1.6004 -1.5090 -0.317 -1.566 -0.657 -0.45
C -1.5210 -3.5227 0.6212 0.555 -1.138 -0.417 -0.26
C 1.1760 3.5381 1.2869 1.137 0.566 0.698 -0.06
C 2.4150 1.3355 0.6759 0.891 0.272 -0.156 -0.22
C 2.3206 2.5416 1.6492 -0.231 0.926 -1.288 -0.43
H 0.8004 4.9576 -0.0774 1.196 -1.291 0.353 0.48
H -3.9506 0.6889 -5.1075 -0.433 -0.162 -0.434 0.21
H -2.5693 2.7582 -5.3655 -0.194 0.115 -0.259 0.21
H 3.8208 -1.9056 4.4959 -0.068 -0.006 -0.300 0.23
H 0.5201 -3.7895 2.5361 -0.203 0.019 -0.213 0.22
H -3.6210 -0.8574 -3.2447 0.399 0.509 0.352 0.25
H 3.5783 0.1184 3.0397 -0.430 -0.356 0.026 0.22
H -0.7924 3.2520 -3.6908 0.160 0.379 -0.199 0.21
H -3.3441 -4.3912 -0.2226 -0.076 -0.053 0.150 0.41
H 0.8940 1.6763 -1.9573 -0.305 0.008 0.073 0.23
H -0.2616 2.4401 -0.8698 0.010 0.713 0.527 0.24
H -1.8399 -3.6438 1.6559 -0.294 -0.273 -0.019 0.21
H -0.6755 -4.1917 0.4019 -0.100 0.022 0.497 0.21
H 0.2244 3.0167 1.2467 -0.254 -0.122 -0.265 0.16
H 1.1223 4.2865 2.1014 -0.113 -0.431 -0.153 0.17
H 2.2153 1.6760 -0.3606 -0.073 -0.304 0.720 0.23
H 3.4764 0.9605 0.6479 -0.940 0.190 0.155 0.21
H 3.2689 3.1322 1.6689 -0.603 -0.576 -0.108 0.22
H 2.1282 2.1784 2.6434 -0.035 -0.156 0.517 0.22
```
Forces are in eV/Å.

SMILES string ... O=C1NCc2c1c1c(c3c2c2cc(Br)ccc2n3CCCO)Cc2ccccc2-1
Max |F| ... 3.7 eV/Å
E_LUMO ... 0.213 eV
HOMO-LUMO gap ... 8.2 eV
Energy above the lowest of the compared OMol25 structures with the same formula, charge and spin ... 0.0 kcal/mol
E_HOMO ... -7.9 eV

# 4
Entry from the Open Molecules 2025 dataset: a cluster of 7 separate species, C2H20INO6Si in total (ωB97M-V with the def2-TZVPD basis set).

```
31
Properties=species:S:1:pos:R:3:forces:R:3:nbo_charge:R:1
C -2.1686 -0.1417 -1.6349 0.123 -0.080 -0.176 -0.44
N -0.7104 0.0023 -1.6478 -0.246 -0.209 0.000 -0.61
C -0.0305 -0.8891 -0.7085 0.114 0.147 0.039 -0.67
Si -0.7296 -0.7934 1.0357 -0.285 -0.072 -0.216 0.94
I 1.1269 -1.2294 2.5974 -0.014 0.016 0.071 -0.29
H -2.5840 0.2656 -2.5534 -0.035 0.065 0.024 0.24
H -2.6076 0.4304 -0.8154 0.021 -0.066 0.099 0.19
H -2.5011 -1.1876 -1.5665 -0.012 0.002 0.061 0.17
H -0.3964 -0.2310 -2.5817 0.155 0.146 0.029 0.36
H 1.0276 -0.6194 -0.6546 -0.009 0.006 -0.062 0.23
H -0.0671 -1.9481 -1.0104 -0.037 -0.037 0.049 0.20
H -1.6954 -1.8769 1.2963 0.025 0.009 0.053 -0.16
H -1.3501 0.4935 1.3821 0.173 0.078 0.063 -0.14
O 3.2579 2.0612 2.0975 -0.014 -0.013 -0.101 -0.94
H 2.8340 1.2444 2.3796 -0.013 0.027 0.079 0.46
H 3.6407 1.8308 1.2424 0.040 -0.028 0.009 0.48
O 2.8713 -4.1731 0.9912 0.012 -0.019 0.007 -0.93
H 1.9504 -4.1663 0.7138 0.002 -0.005 -0.005 0.46
H 2.8643 -3.7342 1.8479 0.009 -0.019 -0.012 0.47
O -4.6732 1.4070 -3.3351 0.023 -0.031 0.028 -0.95
H -4.5771 2.1318 -2.7060 -0.027 0.079 -0.033 0.49
H -4.5510 1.8459 -4.1816 -0.004 -0.026 -0.039 0.47
O -4.5575 4.4069 -3.0357 0.014 -0.039 -0.047 -0.95
H -3.8150 4.9781 -3.2561 -0.006 -0.001 0.028 0.48
H -5.2560 4.6495 -3.6518 -0.010 0.035 0.042 0.48
O 3.9707 -0.4874 0.1848 -0.038 0.227 0.004 -0.95
H 3.1400 -0.6302 0.6529 0.058 -0.145 0.009 0.47
H 4.6490 -0.7896 0.7976 -0.003 -0.053 -0.018 0.48
O 3.9327 -1.1119 5.1635 0.009 -0.059 -0.060 -0.94
H 2.9964 -1.0769 4.9470 -0.030 0.043 0.086 0.46
H 4.0089 -0.6610 6.0097 0.006 0.021 -0.013 0.47
```
Forces are in eV/Å.

SMILES string ... CNC[SiH2]I.O.O.O.O.O.O
Max |F| ... 0.4 eV/Å
E_LUMO ... 0.154 eV
HOMO-LUMO gap ... 9.5 eV
E_HOMO ... -9.3 eV

# 5
Entry from the Open Molecules 2025 dataset: an isolated molecule of C17H24N2O3S at a distorted geometry (ωB97M-V with the def2-TZVPD basis set).

```
47
Properties=species:S:1:pos:R:3:forces:R:3:nbo_charge:R:1
C -4.2013 0.5960 -1.7026 0.026 -0.009 -0.013 -0.63
C -3.0727 1.2595 -0.9759 0.026 0.044 0.058 0.00
C -2.8927 1.0754 0.3902 0.063 0.068 -0.065 -0.17
C -1.8281 1.6683 1.0473 -0.055 -0.031 0.165 -0.19
C -0.9468 2.4577 0.3354 0.579 0.256 0.358 -0.36
C -1.1133 2.6656 -1.0209 0.001 0.094 -0.181 -0.17
C -2.1770 2.0678 -1.6715 0.051 -0.016 0.122 -0.21
H -2.3140 2.2222 -2.7315 -0.009 0.037 -0.116 0.22
H -0.4172 3.3043 -1.5410 0.050 0.062 -0.139 0.24
S 0.5186 3.0855 1.1481 0.146 -0.016 0.143 2.33
O 0.9885 4.2533 0.4653 -0.086 -0.201 -0.333 -0.94
O 0.2805 3.1583 2.5605 -0.190 -0.308 -0.087 -0.94
N 1.6467 1.8756 0.9062 -0.443 0.892 0.308 -0.67
C 1.3221 0.6373 1.5706 -0.063 -0.472 0.545 -0.24
C 2.5448 -0.2749 1.5722 -0.169 0.065 -0.131 -0.40
H 3.3581 0.2325 2.0935 0.021 -0.050 0.056 0.22
H 2.3148 -1.1926 2.1170 -0.001 0.027 0.045 0.20
C 2.9856 -0.5558 0.1303 0.186 0.205 -0.110 -0.31
C 1.9447 -1.3583 -0.6585 0.471 -0.061 0.348 0.69
O 1.4601 -0.9855 -1.7064 -0.152 0.168 -0.363 -0.64
N 1.6404 -2.5550 -0.1081 -0.103 -0.342 0.204 -0.62
H 2.0625 -2.8273 0.7639 0.038 0.141 -0.069 0.39
C 0.6908 -3.4696 -0.6994 -0.207 -0.034 -0.150 -0.22
C -0.7047 -3.3927 -0.0978 0.133 -0.028 -0.173 -0.24
C -1.4460 -2.0907 -0.0842 -0.021 0.013 -0.101 -0.42
C -0.9706 -2.6947 1.2020 -0.098 -0.112 0.220 -0.42
H -0.1496 -2.2164 1.7137 0.123 0.071 -0.025 0.21
H -1.7018 -3.1236 1.8704 -0.080 -0.049 0.007 0.22
H -0.9345 -1.2194 -0.4633 0.155 0.091 -0.019 0.23
H -2.5035 -2.0956 -0.2982 -0.115 -0.062 0.022 0.21
H -1.2849 -4.2844 -0.3015 -0.095 0.034 0.051 0.22
H 0.6354 -3.2209 -1.7639 0.063 -0.148 0.136 0.23
H 1.0786 -4.4875 -0.5935 -0.021 0.102 -0.031 0.20
C 3.2706 0.7836 -0.5569 -0.281 -0.119 -0.013 -0.40
C 2.0549 1.7037 -0.4716 0.246 0.172 -0.713 -0.25
H 2.2942 2.6971 -0.8519 0.055 -0.125 -0.129 0.24
H 1.2418 1.2748 -1.0735 0.105 0.057 0.043 0.21
H 3.5069 0.6166 -1.6079 0.024 0.053 0.030 0.23
H 4.1225 1.2601 -0.0706 0.049 0.005 0.000 0.21
H 3.9038 -1.1563 0.1434 -0.089 0.026 -0.003 0.23
H 1.0229 0.8958 2.5875 -0.013 -0.232 -0.033 0.24
H 0.4816 0.1298 1.0685 0.002 -0.024 0.053 0.18
H -1.6767 1.5429 2.1078 -0.042 -0.063 0.137 0.24
H -3.5859 0.4593 0.9439 -0.078 -0.062 0.052 0.21
H -3.8120 -0.1727 -2.3697 -0.039 -0.078 -0.058 0.23
H -4.8958 0.1320 -1.0074 -0.078 -0.046 0.005 0.22
H -4.7421 1.3189 -2.3102 -0.084 0.003 -0.052 0.22
```
Forces are in eV/Å.

SMILES string ... Cc1ccc(S(=O)(=O)N2CCC(C(=O)NCC3CC3)CC2)cc1
Max |F| ... 1.0 eV/Å
E_LUMO ... 0.603 eV
HOMO-LUMO gap ... 10.0 eV
Energy above the lowest of the compared OMol25 structures with the same formula, charge and spin ... 39.3 kcal/mol
E_HOMO ... -9.4 eV

# 6
Entry from the Open Molecules 2025 dataset: an isolated molecule of C15H22N2O (ωB97M-V with the def2-TZVPD basis set).

```
40
Properties=species:S:1:pos:R:3:forces:R:3:nbo_charge:R:1
C 3.1604 -3.0884 -0.5666 -0.296 -0.078 -0.050 -0.60
H 3.0780 -3.1437 0.5164 0.051 -0.002 0.135 0.21
H 3.5682 -4.0293 -0.9286 0.108 -0.093 -0.018 0.21
H 3.8575 -2.2926 -0.8207 0.119 0.105 -0.027 0.20
C 1.7940 -2.8181 -1.1938 0.197 0.237 -0.022 -0.21
C 1.9097 -2.7999 -2.7164 -0.142 -0.130 0.246 -0.61
H 2.3549 -3.7267 -3.0711 0.036 -0.078 -0.107 0.21
H 0.9350 -2.6955 -3.1862 -0.082 0.025 -0.146 0.20
H 2.5406 -1.9738 -3.0382 0.086 0.116 -0.062 0.20
C 1.2332 -1.5010 -0.6497 -0.244 -0.357 -0.091 -0.42
H 1.8193 -0.6646 -1.0386 0.053 0.073 0.010 0.20
H 1.3304 -1.5013 0.4381 -0.012 0.084 0.004 0.23
C -0.2418 -1.2803 -1.0003 0.462 -0.263 -0.024 -0.21
N -0.7463 -0.0774 -0.3925 -0.244 0.236 0.135 -0.38
C -1.2102 0.0969 0.8863 -0.072 0.032 -0.105 0.41
N -1.5487 1.3293 1.1434 -0.155 -0.036 0.572 -0.49
C -1.2959 2.0383 -0.0012 0.283 -0.377 -0.565 0.08
C -1.4656 3.3884 -0.2838 0.018 -0.091 -0.006 -0.20
C -1.1109 3.8290 -1.5415 -0.046 0.202 0.018 -0.24
C -0.5979 2.9588 -2.5048 0.055 -0.026 -0.135 -0.22
C -0.4220 1.6142 -2.2451 0.078 -0.150 -0.133 -0.27
C -0.7777 1.1629 -0.9845 -0.231 0.606 0.231 0.16
H -0.0208 0.9499 -2.9969 0.042 -0.045 -0.082 0.21
H -0.3310 3.3486 -3.4763 0.020 0.016 -0.070 0.21
H -1.2300 4.8727 -1.7933 -0.011 0.079 -0.012 0.21
H -1.8619 4.0578 0.4629 -0.049 0.080 0.093 0.22
C -1.3140 -1.0081 1.8799 0.003 -0.030 0.205 -0.46
H -2.3625 -1.3050 1.9721 0.050 -0.072 -0.074 0.23
H -0.7359 -1.8715 1.5542 -0.069 -0.066 -0.038 0.22
C -0.8041 -0.5591 3.2516 0.434 -0.053 -0.191 -0.40
H -0.9496 -1.3678 3.9687 -0.044 0.023 0.065 0.21
H -1.3643 0.3177 3.5733 -0.017 -0.012 0.056 0.23
C 0.6762 -0.1936 3.2109 -0.305 0.424 0.237 -0.07
O 1.4319 -1.3239 2.8102 0.138 -0.367 -0.041 -0.74
H 2.3674 -1.1144 2.8914 -0.056 -0.007 -0.018 0.47
H 0.8288 0.6338 2.5043 -0.028 -0.030 0.109 0.17
H 0.9936 0.1397 4.2079 -0.049 0.011 -0.113 0.17
H -0.8397 -2.1324 -0.6634 0.022 0.075 -0.095 0.21
H -0.3705 -1.1822 -2.0807 -0.091 -0.065 0.093 0.21
H 1.1158 -3.6290 -0.9041 -0.010 0.004 0.019 0.19
```
Forces are in eV/Å.

SMILES string ... CC(C)CCn1c(CCCO)nc2ccccc21
Max |F| ... 0.7 eV/Å
E_LUMO ... 0.774 eV
HOMO-LUMO gap ... 9.0 eV
Energy above the lowest of the compared OMol25 structures with the same formula, charge and spin ... 6.0 kcal/mol
E_HOMO ... -8.2 eV